1.
DFT (ωB97M-V with the def2-TZVPD basis set) results for a structure of composition C35H40N4ReTe.

Net charge: +4
<S²>: 3.78
Spin multiplicity: 4
HOMO-LUMO gap (spin up / spin down) in eV: 7.10 / 5.97

Element x y z (Å)
H  8.321  -0.244  1.411
H  3.596  -0.043  -2.139
H  -0.655  5.551  -0.033
C  1.188  7.364  1.120
H  -2.990  -0.002  0.109
C  1.189  7.314  -1.401
N  -1.670  1.620  0.028
C  -6.071  3.694  -1.156
H  -0.288  -6.864  -0.228
H  4.011  -2.983  0.223
C  2.020  -5.655  -0.005
H  -6.974  4.304  -1.156
H  -5.867  6.119  0.067
H  3.507  8.014  -0.128
C  -5.233  4.070  0.087
H  -2.672  -3.344  -0.208
C  3.714  -0.705  1.543
C  3.105  -3.577  0.149
C  -2.920  1.076  0.080
H  -5.529  3.891  -2.082
C  3.809  -0.855  -1.440
C  5.063  -0.673  -0.612
C  0.706  -3.573  -0.015
C  -1.617  -5.197  -0.247
H  3.613  -1.586  2.183
C  7.450  -0.429  -0.546
N  1.933  -2.905  0.085
H  -1.457  -1.442  0.899
C  -4.059  1.824  0.102
N  0.754  2.498  -0.070
H  -2.521  -5.783  -0.338
C  1.471  5.235  -0.106
N  -0.926  -1.544  0.030
H  1.579  6.928  2.042
C  2.050  2.905  -0.119
H  6.171  -0.394  2.594
H  -6.922  4.345  1.392
C  -1.580  2.983  0.002
H  4.158  -5.429  0.175
H  -5.445  3.945  2.269
C  6.197  -0.448  1.512
H  3.487  4.453  -0.182
C  0.132  4.812  -0.059
H  -1.626  -1.403  -0.699
C  -1.689  -3.803  -0.176
C  1.811  6.704  -0.127
H  2.801  2.127  -0.146
C  3.321  6.941  -0.132
C  6.284  -0.580  -1.278
H  -2.581  4.852  -0.003
C  -4.929  5.568  0.059
H  3.804  6.526  0.755
H  1.444  8.424  1.114
C  3.191  -4.947  0.116
H  -6.339  2.685  1.397
C  7.407  -0.364  0.843
C  -2.694  3.779  0.020
H  0.101  7.226  -1.415
C  -0.392  -5.787  -0.189
H  8.398  -0.360  -1.064
C  2.433  4.218  -0.139
H  1.588  6.851  -2.305
Te  2.255  -0.837  0.008
H  2.039  -6.738  -0.052
C  0.775  -4.999  -0.072
H  -4.362  5.890  0.936
H  6.325  -0.627  -2.360
H  3.453  0.179  2.128
C  5.020  -0.606  0.783
Re  0.081  0.549  -0.024
H  -4.395  5.864  -0.849
H  1.433  8.376  -1.431
H  3.737  -1.804  -1.977
C  -6.023  3.730  1.369
H  -6.381  2.647  -1.144
H  3.799  6.540  -1.028
H  -5.014  1.319  0.144
C  -0.197  3.485  -0.045
H  0.099  7.293  1.131
C  -0.586  -2.988  -0.059
C  -3.985  3.229  0.070

Atom charges from the Mulliken analysis, given in e for atoms 1 to 8: number 1, H, carries 0.4747; number 2, H, carries 0.6878; number 3, H, carries 0.6033; number 4, C, carries -1.4895; number 5, H, carries 0.5362; number 6, C, carries -1.4670; number 7, N, carries -0.2932; number 8, C, carries -1.4753

---

2.
DFT (ωB97M-V with the def2-TZVPD basis set) results for a structure of composition C13H14CaCl3F3O4S4.

HOMO-LUMO gap in eV: 7.93

Element x y z (Å)
S  -1.842  1.570  -0.709
O  3.351  0.546  -3.638
C  -2.453  0.764  0.773
H  -3.499  1.064  0.965
C  0.904  2.171  2.387
C  -0.436  -2.915  -0.214
C  -0.785  4.012  0.375
C  -1.657  0.992  2.067
F  3.354  -0.649  0.013
O  0.069  -1.892  0.369
H  -0.747  -6.183  0.473
C  -1.784  -4.030  -1.924
S  0.793  3.426  -0.225
H  -2.373  -3.966  -2.828
H  1.622  1.982  3.180
C  -1.645  -5.199  -1.207
F  4.787  0.709  -0.900
Cl  -2.434  -6.627  -1.785
F  4.710  -1.368  -1.513
S  2.749  0.130  -2.422
H  -0.868  5.086  0.213
Cl  -1.323  -1.389  -2.295
C  -0.882  -5.256  -0.053
H  2.393  2.131  0.810
C  -1.964  3.327  -0.361
H  -2.097  3.781  -1.340
O  2.081  1.239  -1.701
H  -1.747  2.034  2.376
H  -2.465  -0.291  0.523
H  -2.099  0.386  2.856
Ca  0.637  -0.229  -0.791
Cl  0.735  -4.168  1.815
C  1.685  2.840  1.241
S  0.119  0.604  1.999
C  3.997  -0.326  -1.146
H  -0.878  3.834  1.442
C  -0.287  -4.133  0.422
H  -2.890  3.513  0.185
H  2.267  3.654  1.686
H  0.153  2.836  2.808
O  1.903  -1.086  -2.510
C  -1.151  -2.925  -1.417

Atom charges from the natural (NBO) analysis, given in e for atoms 1 to 8: number 1, S, carries 0.1960; number 2, O, carries -0.8968; number 3, C, carries -0.5604; number 4, H, carries 0.2283; number 5, C, carries -0.5498; number 6, C, carries 0.3516; number 7, C, carries -0.5672; number 8, C, carries -0.5309

---

3.
DFT (ωB97M-V with the def2-TZVPD basis set) results for the molecule C13H16OS.

SMILES: C=C[C@](C)(O)C1(Sc2ccccc2)CC1
HOMO-LUMO gap in eV: 8.89

Element x y z (Å)
H  2.969  -1.998  -1.274
C  1.758  0.571  0.395
H  -1.650  2.386  0.419
H  -0.600  -0.159  2.521
S  0.547  -1.721  -0.590
H  -3.049  -0.073  -2.062
C  -0.938  1.128  -1.037
C  4.319  -0.364  -0.518
H  0.570  -1.355  1.979
H  -2.517  -1.603  1.799
H  5.138  1.301  0.695
C  -0.938  2.280  -0.390
C  -0.376  -0.976  1.731
H  -0.482  3.239  -0.673
C  4.220  0.715  0.381
C  3.133  -1.061  -0.745
H  5.338  -0.704  -0.883
C  2.965  1.242  0.680
C  -0.836  -0.984  0.303
H  -3.251  -1.565  -1.214
C  1.909  -0.600  -0.282
C  -2.538  -0.750  -1.528
H  0.830  0.903  0.630
H  -1.735  -1.133  -2.136
H  -0.439  0.997  -1.891
C  -1.779  0.007  -0.436
C  -1.535  -1.881  1.278
H  -3.667  0.088  0.298
H  -1.324  -2.899  1.325
H  3.030  2.089  1.184
O  -2.778  0.441  0.496

Atom charges from the natural (NBO) analysis, given in e for atoms 1 to 8: number 1, H, carries 0.2181; number 2, C, carries -0.2449; number 3, H, carries 0.2107; number 4, H, carries 0.2245; number 5, S, carries 0.2666; number 6, H, carries 0.2101; number 7, C, carries -0.2070; number 8, C, carries -0.1988